A single C4H6N4OS molecule at a distorted geometry. Source: OMol25; level of theory: wB97M-V/def2-TZVPD.

DFT total energy: -848.4517 Ha
relative energy (zero: lowest compared OMol25 entry of this formula, charge and spin): 0.499 eV
structure (SMILES): NC(=O)/N=C1\NC=N[C@@H]1S
LUMO: 0.25 eV
Kohn-Sham gap: 0.33977 Eh

Geometry (Å):
N (1.4964, 2.1183, -1.8984)
C (0.9209, 1.8628, -0.7703)
O (0.6282, 2.5891, 0.1947)
N (0.5546, 0.4664, -0.6731)
C (-0.1565, -0.2637, 0.0591)
N (-1.0757, 0.1027, 1.0254)
C (-1.9136, -0.9915, 1.2078)
N (-1.6208, -2.0223, 0.5661)
C (-0.4541, -1.7913, -0.1248)
S (0.9152, -2.7368, 0.7898)
H (1.9122, 1.3824, -2.4091)
H (2.0684, 2.9460, -1.9136)
H (-0.9831, 0.9315, 1.6303)
H (-2.6995, -0.8211, 1.9198)
H (-0.2759, -2.0727, -1.1615)
H (0.6832, -1.6997, 1.5579)

Force components x, y, z for each atom (eV/Å):
N 1.86 2.04 -1.99
C -3.73 -2.47 5.99
O 0.98 0.12 -1.85
N 1.75 -0.66 -1.90
C -0.67 0.89 -0.63
N 0.44 0.50 0.62
C 0.01 1.87 1.28
N -2.14 -1.85 -0.21
C 3.25 0.86 -0.96
S -0.55 0.52 -0.72
H -0.05 -1.03 -0.34
H -0.28 0.42 -0.06
H -0.25 -0.66 -0.83
H -0.52 -0.55 0.07
H -0.93 -0.07 -0.01
H 0.82 0.07 1.53